# 1
{"formula": "C8H11N3O", "method": "ωB97M-V with the def2-TZVPD basis set", "symbols": ["C", "C", "C", "C", "C", "C", "C", "C", "N", "N", "N", "O", "H", "H", "H", "H", "H", "H", "H", "H", "H", "H", "H"], "positions_angstrom": [[3.63198, -0.06160, 1.19618], [2.32207, 0.23704, 0.81231], [3.35876, -0.86279, -0.76471], [-0.64214, -1.73230, -0.10482], [0.01548, 0.70517, -1.30305], [-0.95289, 0.60925, -0.09504], [1.04021, -0.37977, -1.32144], [-2.64593, -0.94994, 0.98269], [4.20076, -0.72722, 0.22816], [2.16584, -0.28786, -0.46607], [-1.43572, -0.77666, 0.18417], [-0.57443, -2.92811, -0.18298], [4.08232, 0.35206, 1.98067], [1.55668, 0.73913, 1.48676], [3.52272, -1.20615, -1.76532], [-0.46691, 0.48146, -2.20435], [0.51940, 1.62764, -1.26192], [-0.37698, 0.92937, 0.81009], [-1.88521, 1.15136, -0.39033], [1.32096, -1.00757, -2.14503], [-2.82166, -2.09981, 0.72768], [-2.49204, -0.74202, 2.03917], [-3.54911, -0.56665, 0.38746]], "forces_ev_per_a": [[-4.656, 0.290, -2.530], [-0.514, 0.613, 1.360], [-0.221, 0.546, 0.664], [3.623, -2.160, -3.269], [0.579, -2.354, 1.148], [-0.198, -0.116, -0.132], [-1.215, -1.550, 3.107], [-1.356, -3.462, -2.999], [2.737, -1.576, -2.177], [-0.219, 0.446, 0.976], [-0.295, 2.922, 0.344], [-0.652, 1.187, 0.995], [1.974, 0.988, 3.247], [0.905, -0.803, -1.578], [0.322, -0.486, -0.076], [-1.310, 0.575, -1.424], [0.238, 1.643, -0.226], [-1.124, 0.387, -0.645], [0.894, 0.163, 0.938], [-0.502, 0.197, -0.627], [0.150, 1.989, 1.561], [-0.469, 0.185, -0.177], [1.309, 0.377, 1.519]], "lowdin_charge": [-0.173, -0.057, -0.162, -0.282, -0.171, -0.119, -0.066, -0.024, 0.043, -0.093, -0.155, 0.089, 0.054, 0.118, 0.120, 0.096, 0.101, 0.108, 0.132, 0.107, 0.131, 0.090, 0.113], "homo_ha": [-0.26706, -0.26711], "total_charge": 0, "homo_lumo_gap_ha": [0.2820, 0.2854], "multiplicity": 1}

***

# 2
{"formula": "C33H77N11O11", "method": "ωB97M-V with the def2-TZVPD basis set", "symbols": ["C", "N", "C", "C", "O", "H", "H", "H", "H", "H", "H", "H", "C", "N", "C", "C", "O", "H", "H", "H", "H", "H", "H", "H", "C", "N", "C", "C", "O", "H", "H", "H", "H", "H", "H", "H", "C", "N", "C", "C", "O", "H", "H", "H", "H", "H", "H", "H", "C", "N", "C", "C", "O", "H", "H", "H", "H", "H", "H", "H", "C", "N", "C", "C", "O", "H", "H", "H", "H", "H", "H", "H", "C", "N", "C", "C", "O", "H", "H", "H", "H", "H", "H", "H", "C", "N", "C", "C", "O", "H", "H", "H", "H", "H", "H", "H", "C", "N", "C", "C", "O", "H", "H", "H", "H", "H", "H", "H", "C", "N", "C", "C", "O", "H", "H", "H", "H", "H", "H", "H", "C", "N", "C", "C", "O", "H", "H", "H", "H", "H", "H", "H"], "positions_angstrom": [[7.38607, -6.59471, -1.54003], [7.73382, -5.54137, -0.58027], [8.39033, -4.46717, -0.89916], [8.94035, -4.36184, -2.31189], [8.66477, -3.62654, -0.11333], [6.63460, -7.29232, -1.17026], [8.25221, -7.18284, -1.84335], [7.11732, -6.17844, -2.51090], [7.37948, -5.57896, 0.36478], [8.09152, -4.12367, -2.95287], [9.49130, -5.24294, -2.64085], [9.62867, -3.51736, -2.34621], [-0.12893, 7.87368, -0.23128], [-0.50234, 7.91014, 1.15597], [-0.12119, 8.85101, 2.01692], [-0.52584, 8.57456, 3.40736], [0.43193, 9.88130, 1.71446], [0.93608, 8.09039, -0.31428], [-0.72958, 8.53846, -0.85207], [-0.26510, 6.91427, -0.73037], [-0.93276, 7.06305, 1.49842], [-1.60493, 8.49749, 3.54053], [-0.12978, 9.31076, 4.10683], [-0.09084, 7.62855, 3.72974], [2.24885, 2.70499, 5.35223], [3.17295, 2.35615, 6.36892], [4.43362, 2.80160, 6.45592], [5.29588, 2.19014, 7.54412], [4.87239, 3.67101, 5.68339], [2.31002, 3.76067, 5.08786], [1.24147, 2.53556, 5.73248], [2.37883, 2.09152, 4.46069], [2.87058, 1.66663, 7.04215], [6.35047, 2.11843, 7.27802], [4.93302, 1.18231, 7.74584], [5.17107, 2.70720, 8.49552], [-4.21705, -10.83963, -3.48006], [-3.66290, -9.46347, -3.26046], [-3.72693, -8.72356, -2.16628], [-3.25481, -7.31771, -2.34637], [-4.12591, -9.15027, -1.07424], [-3.42175, -11.57700, -3.58907], [-4.83081, -10.83482, -4.38082], [-4.90659, -11.18250, -2.70865], [-3.36877, -8.90725, -4.05053], [-3.99710, -6.86008, -3.00033], [-2.30418, -7.26310, -2.87687], [-3.21313, -6.70417, -1.44640], [-10.05240, 6.36343, -2.88818], [-8.66945, 6.37860, -2.45470], [-7.63793, 5.69912, -2.95513], [-6.31263, 5.86640, -2.17265], [-7.71315, 4.81441, -3.78730], [-10.45414, 7.37627, -2.85885], [-10.75977, 5.76908, -2.30985], [-10.08032, 5.96943, -3.90409], [-8.49385, 6.96843, -1.65385], [-5.67058, 6.50999, -2.77403], [-5.79727, 4.95514, -1.86916], [-6.58403, 6.39848, -1.26087], [-6.30258, 5.50343, 4.57656], [-6.05543, 4.10753, 4.68223], [-5.05332, 3.53701, 4.09376], [-4.88039, 2.01990, 4.22697], [-4.16420, 4.16519, 3.50699], [-7.29525, 5.62921, 5.00888], [-6.35903, 5.91118, 3.56727], [-5.61349, 6.14192, 5.12936], [-6.65563, 3.64028, 5.34672], [-4.98376, 1.63261, 5.24059], [-3.86785, 1.76401, 3.91491], [-5.55931, 1.42537, 3.61566], [1.77192, 2.23390, -7.47159], [0.62807, 1.37309, -7.64400], [0.40777, 0.20254, -7.01423], [-0.90117, -0.57482, -7.19062], [1.28635, -0.27265, -6.26879], [2.23729, 2.37032, -8.44776], [2.54507, 1.78947, -6.84484], [1.50244, 3.21761, -7.08714], [-0.08898, 1.68636, -8.28259], [-1.76832, -0.20094, -6.64623], [-0.76197, -1.54701, -6.71780], [-1.19055, -0.69603, -8.23449], [-0.38200, 0.50372, -1.19230], [0.40473, -0.73203, -1.34043], [0.52452, -1.69304, -0.37023], [1.44185, -2.85041, -0.60695], [-0.13607, -1.62998, 0.67133], [-0.62215, 0.92475, -2.16860], [0.23634, 1.25705, -0.70418], [-1.31695, 0.31881, -0.66336], [1.04291, -0.80378, -2.11997], [2.01216, -2.66649, -1.51746], [0.89936, -3.78094, -0.77404], [2.09452, -2.93853, 0.26159], [6.80890, -3.66316, 5.56885], [7.14978, -4.76391, 6.40966], [7.06017, -6.07115, 6.09907], [7.45723, -7.08686, 7.13727], [6.60034, -6.45007, 5.03996], [5.92474, -3.18763, 5.99337], [6.51066, -3.95192, 4.56099], [7.61757, -2.94523, 5.43199], [7.53382, -4.53513, 7.31535], [8.49819, -7.37705, 6.99486], [6.70988, -7.87943, 7.17484], [7.45280, -6.58103, 8.10278], [0.41270, -8.69150, 3.54237], [0.22136, -9.27853, 4.87334], [-0.92099, -9.66715, 5.45972], [-2.30407, -9.38519, 4.84155], [-0.85053, -10.39146, 6.49287], [1.17472, -9.22979, 2.97874], [0.67515, -7.63767, 3.63547], [-0.49903, -8.72654, 2.94604], [1.08456, -9.39676, 5.38424], [-2.36156, -9.73215, 3.80985], [-2.43128, -8.30268, 4.85162], [-3.16703, -9.83523, 5.33233], [-0.69930, 10.25301, -8.86124], [-1.01713, 8.90208, -8.52704], [-1.97047, 8.55236, -7.65487], [-2.16141, 7.10213, -7.23935], [-2.73281, 9.38250, -7.19157], [0.37800, 10.36258, -8.73664], [-1.30708, 11.01655, -8.37574], [-1.02090, 10.37239, -9.89585], [-0.46354, 8.19544, -8.98994], [-1.64857, 6.49191, -7.98280], [-3.20904, 6.80119, -7.23940], [-1.65311, 6.90918, -6.29463]], "forces_ev_per_a": [[0.629, 0.058, -0.363], [-2.247, -3.188, 0.053], [2.123, 0.191, -2.523], [-0.133, 0.372, -0.065], [0.386, 2.710, 2.556], [-0.038, 0.403, 0.071], [0.300, -0.255, 0.539], [-0.714, 0.211, 0.246], [0.047, -0.092, -0.102], [0.148, -0.243, -0.440], [-0.339, -0.119, -0.102], [-0.164, -0.047, 0.158], [0.435, 0.288, -0.836], [-0.631, -2.001, -1.110], [-0.448, 0.811, 0.510], [0.098, -0.522, 1.720], [0.712, 0.595, -0.716], [-0.084, 0.372, -0.227], [0.229, 0.477, 0.164], [-0.148, -0.370, 0.716], [0.068, 0.338, 0.261], [-0.019, 0.040, -0.145], [-0.121, 0.192, -0.332], [-0.110, -0.236, 0.007], [-0.899, 0.413, -0.580], [-0.029, -0.891, 1.255], [1.579, 1.735, -1.219], [-0.553, -0.597, 0.249], [-0.563, -1.187, 0.967], [0.245, -0.096, -0.021], [-0.017, -0.049, -0.054], [0.046, 0.102, -0.147], [0.162, 0.108, -0.177], [-0.227, 0.332, -0.129], [0.102, -0.213, -0.016], [0.146, 0.339, -0.134], [0.080, 0.889, -0.101], [-0.379, -1.346, -1.682], [-0.402, -0.567, 3.466], [-0.159, 0.831, -0.549], [0.233, 0.380, -1.075], [0.029, 0.135, 0.040], [0.254, 0.104, -0.195], [0.395, 0.533, 0.410], [-0.115, -0.691, -0.340], [-0.010, 0.319, -0.118], [0.088, -0.056, 0.073], [-0.003, -0.527, 0.083], [-0.069, -0.027, -0.825], [-1.184, 1.288, 1.079], [1.647, -2.668, 0.968], [-0.964, 1.257, -0.021], [-0.499, 0.460, -0.820], [0.145, 0.069, -0.255], [0.463, -0.355, 0.394], [-0.046, 0.171, -0.011], [0.169, -0.136, -0.264], [0.251, -0.116, 0.138], [-0.372, -0.118, -0.553], [0.472, 0.173, 0.166], [-0.917, 1.336, 0.328], [-2.240, 0.788, 1.151], [3.820, -1.947, -1.103], [0.112, -0.243, 0.055], [-1.050, 0.006, 0.059], [-0.001, 0.386, 0.033], [0.219, -0.486, -0.166], [0.224, -0.204, 0.079], [0.335, -0.412, -0.439], [-0.188, 0.292, 0.205], [-0.100, 0.219, -0.081], [-0.190, 0.284, -0.139], [0.655, -0.036, -0.473], [-1.261, 0.076, -0.431], [1.517, -1.213, 1.840], [0.085, -0.049, 0.029], [-1.199, 0.556, -0.797], [0.069, 0.184, -0.066], [-0.452, -0.167, 0.141], [-0.121, -0.085, 0.134], [0.112, 0.030, 0.146], [0.170, 0.732, -0.078], [0.360, -0.032, -0.377], [0.055, 0.001, -0.023], [0.585, -0.343, -0.176], [0.184, -0.355, -0.146], [-1.731, 0.725, 1.216], [0.419, 0.269, -0.793], [0.542, 0.059, -0.812], [0.018, -0.344, -0.140], [-0.273, 0.046, 0.400], [0.313, -0.051, 0.147], [-0.220, 0.151, 0.052], [0.364, -0.161, 0.093], [-0.176, 0.132, 0.285], [-0.018, -0.127, -0.158], [-0.809, 0.552, -0.709], [1.033, -0.078, 1.046], [-0.721, -0.671, -0.676], [0.161, 1.194, 0.908], [-0.075, -0.034, -0.675], [0.085, 0.445, -0.028], [0.159, -0.546, 0.197], [0.059, -0.023, 0.332], [-0.089, -0.042, -0.187], [-0.243, -0.519, -0.272], [0.483, -0.132, -0.277], [-0.050, -0.150, 0.309], [-0.588, 0.242, 0.315], [0.469, 0.934, -1.440], [-0.971, -3.285, 2.526], [0.810, 0.551, -0.381], [-0.219, 1.904, -1.741], [0.083, 0.025, 0.178], [0.219, 0.015, -0.134], [-0.046, -0.140, 0.212], [-0.429, -0.373, 0.285], [0.215, 0.162, -0.138], [-0.200, 0.095, -0.229], [0.654, -0.124, 0.538], [-0.317, 0.382, -1.144], [0.529, -1.194, 0.192], [-1.705, -0.015, 0.976], [1.107, -0.179, -1.173], [-0.056, 0.484, 0.239], [-0.149, 0.602, -0.104], [0.302, -0.501, 0.744], [0.613, 0.299, -0.393], [-0.166, 0.036, 0.283], [0.019, -0.403, -0.010], [0.131, 0.360, 0.273], [-0.310, 0.130, 0.120]], "lowdin_charge": [-0.073, 0.029, -0.646, -0.007, 0.065, 0.086, 0.076, 0.074, 0.151, 0.083, 0.078, 0.083, -0.082, -0.001, -0.610, -0.015, 0.063, 0.088, 0.084, 0.080, 0.139, 0.086, 0.087, 0.082, -0.085, -0.018, -0.539, -0.006, 0.018, 0.089, 0.085, 0.089, 0.134, 0.084, 0.066, 0.082, -0.036, 0.010, -0.590, -0.015, 0.019, 0.076, 0.074, 0.082, 0.127, 0.084, 0.081, 0.087, -0.068, -0.005, -0.558, 0.003, 0.036, 0.080, 0.079, 0.086, 0.127, 0.079, 0.082, 0.058, -0.084, 0.001, -0.572, -0.003, 0.021, 0.084, 0.090, 0.089, 0.149, 0.072, 0.079, 0.076, -0.073, -0.006, -0.521, -0.007, -0.004, 0.081, 0.085, 0.080, 0.136, 0.077, 0.077, 0.074, -0.063, 0.000, -0.550, -0.008, 0.013, 0.075, 0.080, 0.084, 0.124, 0.070, 0.086, 0.089, -0.080, -0.007, -0.573, -0.002, 0.033, 0.082, 0.086, 0.085, 0.133, 0.087, 0.089, 0.067, -0.070, 0.006, -0.509, -0.007, -0.026, 0.081, 0.079, 0.074, 0.141, 0.071, 0.079, 0.080, -0.076, -0.013, -0.565, -0.001, 0.031, 0.087, 0.089, 0.084, 0.136, 0.061, 0.086, 0.083], "homo_ha": -0.33386, "total_charge": 0, "homo_lumo_gap_ha": 0.3396, "multiplicity": 1}

***

Number 1: molecular weight 165.2 g mol⁻¹. Number 2: molecular weight 804.0 g mol⁻¹.